{"formula": "C42H44N3O7Ta", "method": "ωB97M-V/def2-TZVPD", "fmax_ev_per_a": 2.8, "gap_ev": 6.596, "total_energy_ha": -2374.4797, "de_lowest_kcal_mol": 19.84, "charge": 2, "multiplicity": 1, "species": ["Ta", "O", "C", "C", "C", "C", "C", "C", "C", "C", "C", "O", "C", "C", "C", "C", "C", "C", "C", "C", "C", "C", "C", "C", "N", "C", "C", "C", "C", "C", "C", "C", "C", "C", "C", "C", "C", "H", "H", "H", "H", "H", "H", "H", "H", "H", "H", "H", "H", "H", "H", "H", "H", "H", "H", "H", "H", "H", "H", "H", "H", "H", "H", "H", "C", "N", "C", "C", "O", "C", "O", "C", "C", "O", "N", "C", "C", "H", "H", "H", "H", "H", "H", "H", "H", "H", "H", "H", "H", "H", "H", "H", "H", "O", "C", "O", "H"], "positions_angstrom": [[0.717, -0.249, 0.313], [1.051, 0.644, -1.248], [0.485, 0.798, -2.579], [-0.975, 0.185, -2.640], [-1.911, 0.484, -1.492], [-3.270, 0.554, -1.855], [-4.270, 0.569, -0.880], [-3.830, 0.547, 0.442], [-2.465, 0.657, 0.771], [-2.073, 0.672, 2.176], [-0.768, 1.445, 2.465], [0.324, 1.068, 1.592], [-1.014, 2.934, 2.193], [-0.319, 3.750, 1.333], [-0.615, 5.111, 1.289], [-1.735, 5.627, 1.975], [-2.343, 4.799, 2.925], [-1.949, 3.487, 3.066], [-0.361, 1.350, 3.972], [0.660, 2.182, 4.450], [1.331, 1.886, 5.636], [0.914, 0.813, 6.431], [-0.172, 0.045, 6.012], [-0.798, 0.327, 4.791], [-1.528, 0.448, -0.200], [1.456, 0.175, -3.589], [0.944, -0.042, -4.899], [1.728, -0.584, -5.873], [3.042, -0.955, -5.588], [3.588, -0.706, -4.318], [2.771, -0.183, -3.286], [0.608, 2.328, -2.836], [-0.326, 2.997, -3.635], [-0.068, 4.309, -3.998], [1.012, 5.011, -3.446], [1.864, 4.361, -2.554], [1.633, 3.007, -2.232], [-0.860, -0.944, -2.694], [-1.502, 0.491, -3.595], [-3.530, 0.508, -2.922], [-5.322, 0.622, -1.186], [-4.535, 0.651, 1.248], [-2.000, -0.359, 2.550], [-2.904, 1.096, 2.724], [0.479, 3.364, 0.707], [0.018, 5.777, 0.684], [-2.072, 6.638, 1.784], [-3.085, 5.257, 3.603], [-2.482, 2.901, 3.835], [1.060, 2.984, 3.810], [2.201, 2.456, 5.944], [1.396, 0.555, 7.398], [-0.500, -0.819, 6.578], [-1.601, -0.334, 4.477], [-0.057, 0.284, -5.148], [1.328, -0.788, -6.849], [3.653, -1.455, -6.337], [4.587, -1.079, -4.048], [3.141, -0.096, -2.268], [-1.212, 2.466, -4.002], [-0.651, 4.787, -4.725], [1.196, 6.056, -3.741], [2.666, 4.891, -2.062], [2.312, 2.480, -1.549], [0.178, -3.473, -3.146], [1.259, -3.792, -2.214], [2.039, -4.989, -2.529], [1.458, -3.085, -1.129], [1.034, -1.862, -1.044], [2.218, -3.677, 0.044], [1.997, -2.934, 1.279], [0.935, -3.432, 2.138], [-0.392, -2.861, 1.741], [-0.345, -1.693, 1.208], [-1.559, -3.479, 1.975], [-2.763, -2.954, 1.332], [-1.777, -4.621, 2.855], [-0.144, -4.349, -3.749], [0.422, -2.633, -3.790], [-0.722, -3.260, -2.537], [2.503, -4.916, -3.511], [1.368, -5.818, -2.466], [2.857, -5.196, -1.792], [3.311, -3.508, -0.046], [2.002, -4.718, 0.213], [1.230, -2.929, 3.087], [0.892, -4.525, 2.222], [-2.465, -2.173, 0.620], [-3.481, -2.507, 2.073], [-3.344, -3.706, 0.815], [-1.312, -4.552, 3.879], [-1.372, -5.546, 2.444], [-2.868, -4.811, 2.887], [2.658, 0.029, 0.832], [2.956, -0.087, 2.120], [2.160, -0.410, 2.998], [4.004, 0.221, 2.294]]}